Entry 1:
{"formula": "C31H67Br6Cl15O16P4", "method": "ωB97M-V/def2-TZVPD", "symbols": ["C", "Br", "Br", "Br", "H", "C", "Br", "Br", "Br", "H", "C", "C", "O", "P", "O", "O", "C", "C", "O", "C", "C", "H", "H", "H", "H", "H", "H", "H", "H", "H", "H", "H", "H", "H", "H", "H", "C", "C", "O", "P", "O", "O", "C", "C", "O", "C", "C", "H", "H", "H", "H", "H", "H", "H", "H", "H", "H", "H", "H", "H", "H", "H", "C", "C", "O", "P", "O", "O", "C", "C", "O", "C", "C", "H", "H", "H", "H", "H", "H", "H", "H", "H", "H", "H", "H", "H", "H", "H", "C", "C", "O", "P", "O", "O", "C", "C", "O", "C", "C", "H", "H", "H", "H", "H", "H", "H", "H", "H", "H", "H", "H", "H", "H", "H", "C", "Cl", "Cl", "Cl", "H", "C", "Cl", "Cl", "Cl", "H", "C", "Cl", "Cl", "Cl", "H", "C", "Cl", "Cl", "Cl", "H", "C", "Cl", "Cl", "Cl", "H"], "xyz": [[5.918, 27.040, 5.133], [6.469, 28.943, 5.389], [4.553, 27.128, 3.672], [5.123, 26.210, 6.664], [6.758, 26.490, 4.729], [9.496, 18.298, 7.459], [7.738, 17.605, 6.996], [9.757, 20.115, 6.941], [10.843, 17.052, 6.733], [9.464, 18.272, 8.539], [13.598, 18.787, 0.029], [12.176, 19.081, 0.480], [11.539, 17.923, 1.017], [10.864, 17.763, 2.436], [11.050, 18.757, 3.500], [9.321, 17.450, 2.050], [8.361, 17.537, 3.098], [7.752, 18.941, 3.269], [11.412, 16.354, 2.882], [11.261, 15.142, 2.162], [12.647, 14.499, 2.106], [13.857, 19.489, -0.763], [14.272, 18.845, 0.886], [13.838, 17.789, -0.345], [12.211, 19.884, 1.224], [11.545, 19.491, -0.313], [7.506, 16.951, 2.754], [8.717, 17.304, 4.100], [7.145, 18.903, 4.174], [8.601, 19.606, 3.468], [7.183, 19.453, 2.492], [10.521, 14.416, 2.496], [10.987, 15.321, 1.117], [13.383, 15.147, 1.626], [13.058, 14.366, 3.110], [12.665, 13.535, 1.598], [-1.905, 20.012, 4.041], [-1.534, 20.602, 5.388], [-0.135, 20.578, 5.613], [0.589, 19.504, 6.541], [0.727, 18.158, 6.008], [1.920, 20.269, 6.936], [1.952, 21.388, 7.787], [2.891, 22.443, 7.190], [-0.404, 19.518, 7.816], [-0.454, 18.382, 8.699], [-1.078, 18.827, 10.007], [-1.210, 20.522, 3.365], [-1.821, 18.933, 3.920], [-2.892, 20.268, 3.654], [-1.879, 21.636, 5.383], [-2.104, 20.123, 6.186], [1.017, 21.889, 8.048], [2.394, 21.144, 8.758], [2.698, 22.491, 6.116], [2.905, 23.418, 7.667], [3.886, 21.993, 7.222], [-1.070, 17.620, 8.221], [0.566, 18.027, 8.843], [-1.849, 19.592, 9.927], [-1.603, 18.023, 10.530], [-0.293, 19.149, 10.693], [6.473, 22.810, 6.238], [7.465, 22.515, 5.131], [7.395, 23.646, 4.223], [8.570, 23.710, 3.110], [8.248, 24.694, 2.063], [9.889, 23.938, 3.913], [10.240, 25.216, 4.522], [11.714, 25.241, 4.778], [8.652, 22.185, 2.673], [9.642, 21.776, 1.725], [9.583, 22.492, 0.380], [6.277, 21.936, 6.863], [6.786, 23.672, 6.827], [5.494, 23.035, 5.812], [8.473, 22.417, 5.535], [7.124, 21.643, 4.573], [9.935, 26.006, 3.835], [9.614, 25.278, 5.409], [12.079, 24.537, 5.531], [12.367, 25.147, 3.910], [12.022, 26.188, 5.240], [10.679, 21.671, 2.060], [9.428, 20.715, 1.554], [8.571, 22.748, 0.073], [10.125, 23.438, 0.414], [10.053, 21.855, -0.373], [15.456, 24.362, 5.409], [14.797, 25.738, 5.595], [14.667, 25.932, 7.010], [13.311, 26.600, 7.543], [12.893, 27.822, 6.864], [13.593, 26.735, 9.112], [14.316, 27.877, 9.657], [15.756, 27.862, 9.167], [12.274, 25.368, 7.569], [12.404, 24.190, 8.360], [11.029, 23.749, 8.744], [14.943, 23.590, 5.976], [15.542, 23.999, 4.383], [16.498, 24.519, 5.691], [15.455, 26.505, 5.181], [13.918, 25.918, 4.972], [13.835, 28.818, 9.395], [14.308, 27.759, 10.738], [15.898, 28.058, 8.102], [16.069, 28.817, 9.620], [16.439, 27.040, 9.357], [12.921, 23.436, 7.757], [13.026, 24.275, 9.256], [10.560, 24.423, 9.461], [10.463, 23.758, 7.806], [10.987, 22.731, 9.130], [8.605, 18.366, -1.007], [6.860, 18.577, -0.815], [9.276, 19.422, -2.275], [8.974, 16.657, -1.321], [9.017, 18.581, -0.029], [14.469, 25.443, 1.213], [14.461, 26.794, 2.278], [15.645, 24.211, 1.824], [14.980, 25.885, -0.395], [13.481, 24.995, 1.239], [9.911, 27.613, 7.675], [9.857, 28.455, 9.222], [10.156, 28.828, 6.370], [8.422, 26.705, 7.467], [10.725, 26.905, 7.582], [9.831, 28.194, 1.125], [10.322, 29.745, 0.495], [8.870, 28.316, 2.597], [11.231, 27.126, 1.385], [9.257, 27.736, 0.329], [13.496, 20.097, 5.135], [13.960, 20.100, 6.868], [14.927, 20.453, 4.239], [12.209, 21.297, 4.800], [13.044, 19.165, 4.813]], "spin_multiplicity": 1, "total_energy_ha": -26137.94882}



Entry 2:
{"formula": "C31H67N13O27PS", "method": "ωB97M-V/def2-TZVPD", "symbols": ["C", "C", "C", "O", "C", "C", "C", "C", "C", "C", "C", "C", "S", "C", "O", "O", "C", "P", "C", "C", "C", "N", "N", "C", "C", "O", "C", "C", "O", "H", "H", "H", "H", "H", "H", "H", "H", "H", "H", "H", "H", "H", "H", "H", "H", "H", "H", "H", "H", "H", "H", "H", "H", "H", "H", "H", "H", "H", "H", "H", "H", "H", "H", "C", "N", "O", "O", "H", "H", "H", "C", "N", "O", "O", "H", "H", "H", "C", "N", "O", "O", "H", "H", "H", "C", "N", "O", "O", "H", "H", "H", "C", "N", "O", "O", "H", "H", "H", "C", "N", "O", "O", "H", "H", "H", "C", "N", "O", "O", "H", "H", "H", "C", "N", "O", "O", "H", "H", "H", "C", "N", "O", "O", "H", "H", "H", "C", "N", "O", "O", "H", "H", "H", "C", "N", "O", "O", "H", "H", "H"], "xyz": [[4.509, 0.068, -1.111], [3.549, 1.376, -0.748], [2.154, 1.444, -1.587], [0.919, 1.229, -0.839], [1.008, 0.162, 0.162], [1.323, -1.394, -0.315], [1.560, -1.887, -1.865], [0.178, -1.721, -2.792], [0.325, -0.608, -3.986], [-1.178, -1.484, -1.851], [1.403, -2.599, 0.842], [1.112, -2.129, 2.384], [1.159, -3.487, 3.703], [-0.560, -4.065, 4.241], [1.864, -4.778, 3.128], [1.970, -3.076, 4.977], [0.772, -0.531, 2.709], [0.390, -0.181, 4.588], [-1.330, 0.658, 4.564], [1.744, 0.967, 5.348], [1.189, 2.423, 5.850], [0.742, 0.563, 1.629], [0.430, 1.834, 2.061], [-0.929, 2.317, 1.628], [-1.628, 3.516, 2.562], [-1.670, 1.875, 0.613], [1.528, 2.844, 1.859], [2.933, 2.974, 2.688], [1.333, 3.754, 0.864], [4.947, 0.108, -2.209], [4.026, -0.961, -0.836], [5.458, 0.182, -0.396], [4.195, 2.323, -1.080], [3.460, 1.448, 0.415], [2.083, 2.546, -2.043], [2.289, 0.742, -2.539], [2.511, -1.418, -2.385], [1.764, -3.063, -1.858], [-0.018, -2.765, -3.336], [1.445, -0.664, -4.369], [0.219, 0.464, -3.472], [-0.473, -0.690, -4.843], [-1.294, -2.330, -1.037], [-1.227, -0.398, -1.411], [-2.109, -1.593, -2.579], [1.613, -3.723, 0.581], [-0.710, -3.973, 5.408], [-0.702, -5.217, 3.972], [-1.437, -3.510, 3.654], [-1.854, 0.462, 3.509], [-2.000, 0.059, 5.347], [-1.342, 1.785, 4.877], [2.672, 0.999, 4.636], [2.112, 0.397, 6.331], [0.590, 2.253, 6.857], [0.481, 2.967, 5.092], [2.092, 3.173, 6.063], [-0.740, 4.060, 3.096], [-2.265, 4.259, 1.882], [-2.326, 2.993, 3.351], [2.819, 3.371, 3.797], [3.606, 3.794, 2.139], [3.597, 1.982, 2.654], [-1.579, -5.948, -1.610], [-0.999, -4.750, -2.275], [0.086, -4.337, -1.852], [-1.651, -4.258, -3.204], [-0.903, -6.273, -0.816], [-2.548, -5.660, -1.198], [-1.685, -6.727, -2.368], [-5.732, -3.603, -3.557], [-5.085, -4.904, -3.239], [-4.993, -5.730, -4.154], [-4.686, -5.059, -2.078], [-6.032, -3.605, -4.607], [-6.604, -3.501, -2.907], [-5.001, -2.815, -3.366], [2.539, -2.660, 8.038], [1.759, -2.554, 9.300], [1.973, -3.405, 10.171], [0.955, -1.618, 9.382], [3.203, -3.524, 8.104], [1.826, -2.784, 7.220], [3.115, -1.739, 7.927], [-1.604, 3.199, -1.977], [-1.836, 2.889, -3.414], [-3.010, 2.761, -3.782], [-0.835, 2.783, -4.131], [-2.568, 3.263, -1.469], [-1.000, 2.391, -1.559], [-1.077, 4.154, -1.927], [5.243, -3.902, 3.246], [5.822, -2.704, 2.581], [6.908, -2.291, 3.005], [5.170, -2.212, 1.653], [5.919, -4.227, 4.040], [4.274, -3.614, 3.659], [5.136, -4.681, 2.488], [-4.874, 1.154, -6.483], [-5.172, -0.232, -6.031], [-5.451, -1.063, -6.902], [-5.117, -0.445, -4.814], [-4.958, 1.197, -7.571], [-5.602, 1.818, -6.013], [-3.856, 1.392, -6.165], [-4.089, 7.877, 1.256], [-3.441, 6.576, 1.574], [-3.350, 5.750, 0.659], [-3.043, 6.420, 2.735], [-4.389, 7.875, 0.206], [-4.961, 7.978, 1.906], [-3.357, 8.665, 1.447], [-5.028, -8.898, -4.354], [-4.290, -9.915, -3.558], [-3.747, -10.836, -4.180], [-4.276, -9.761, -2.331], [-4.957, -9.158, -5.412], [-6.068, -8.912, -4.022], [-4.563, -7.929, -4.163], [4.996, 0.727, 9.529], [4.764, 0.417, 8.092], [3.590, 0.289, 7.724], [5.765, 0.311, 7.375], [4.032, 0.791, 10.037], [5.600, -0.081, 9.947], [5.523, 1.683, 9.578], [-0.996, 5.569, -6.150], [-1.924, 6.722, -6.306], [-1.662, 7.749, -5.670], [-2.889, 6.562, -7.062], [-0.198, 5.849, -5.459], [-1.574, 4.732, -5.752], [-0.589, 5.338, -7.136], [2.609, 6.263, -9.273], [1.668, 5.436, -8.471], [1.129, 4.479, -9.040], [1.497, 5.770, -7.292], [2.662, 5.857, -10.285], [2.220, 7.284, -9.287], [3.585, 6.217, -8.787]], "charge": 1, "spin_multiplicity": 1, "total_energy_ha": -4702.27603}



Entry 3:
{"formula": "C31H67N5O9", "method": "ωB97M-V/def2-TZVPD", "symbols": ["C", "O", "N", "C", "C", "H", "H", "H", "H", "H", "H", "H", "C", "O", "N", "C", "C", "H", "H", "H", "H", "H", "H", "H", "C", "O", "N", "C", "C", "H", "H", "H", "H", "H", "H", "H", "C", "O", "N", "C", "C", "H", "H", "H", "H", "H", "H", "H", "C", "O", "N", "C", "C", "H", "H", "H", "H", "H", "H", "H", "C", "C", "C", "O", "C", "H", "H", "H", "H", "H", "H", "H", "H", "C", "C", "C", "O", "C", "H", "H", "H", "H", "H", "H", "H", "H", "C", "C", "C", "O", "C", "H", "H", "H", "H", "H", "H", "H", "H", "C", "C", "C", "O", "C", "H", "H", "H", "H", "H", "H", "H", "H"], "xyz": [[1.310, 0.337, 1.259], [2.465, 0.208, 1.017], [0.331, 0.232, 0.346], [-1.094, 0.230, 0.741], [0.541, 0.110, -1.150], [0.868, 0.399, 2.265], [-1.240, 0.626, 1.746], [-1.550, -0.760, 0.742], [-1.686, 0.942, 0.166], [0.313, 1.045, -1.663], [1.602, -0.044, -1.350], [0.022, -0.706, -1.654], [2.870, 0.574, -6.520], [3.099, 1.756, -6.838], [3.826, -0.358, -6.380], [3.415, -1.731, -6.179], [5.256, 0.001, -6.250], [1.845, 0.178, -6.445], [2.450, -1.835, -6.676], [3.363, -2.080, -5.148], [4.063, -2.459, -6.667], [5.398, 1.055, -6.491], [5.620, -0.103, -5.228], [5.834, -0.728, -6.819], [-4.842, -0.646, -5.078], [-3.629, -0.883, -4.920], [-5.809, -0.861, -4.154], [-7.281, -0.895, -4.405], [-5.386, -1.371, -2.854], [-5.323, -0.330, -6.017], [-7.708, -1.898, -4.390], [-7.392, -0.521, -5.423], [-7.877, -0.173, -3.847], [-5.860, -1.005, -1.943], [-5.509, -2.453, -2.904], [-4.324, -1.236, -2.644], [2.985, 6.085, 0.313], [2.978, 6.936, 1.237], [4.122, 5.377, 0.019], [4.207, 4.569, -1.156], [5.355, 5.573, 0.669], [2.142, 5.798, -0.335], [4.617, 3.646, -0.745], [4.851, 5.012, -1.916], [3.232, 4.388, -1.609], [5.976, 4.679, 0.599], [5.891, 6.465, 0.345], [5.154, 5.650, 1.737], [-4.723, 4.913, -0.857], [-3.498, 5.013, -0.656], [-5.229, 4.885, -2.096], [-6.599, 4.337, -2.182], [-4.359, 4.900, -3.243], [-5.473, 4.882, -0.051], [-6.407, 3.284, -2.387], [-7.088, 4.791, -3.044], [-7.120, 4.605, -1.263], [-3.387, 5.387, -3.164], [-4.174, 3.860, -3.512], [-4.946, 5.301, -4.070], [-6.418, -0.589, 5.525], [-6.488, 0.930, 5.951], [-5.622, 1.520, 4.870], [-6.012, 0.788, 3.684], [-6.392, -0.540, 4.016], [-7.233, -1.210, 5.896], [-5.534, -1.165, 5.801], [-6.048, 1.087, 6.936], [-7.522, 1.273, 5.974], [-4.564, 1.509, 5.134], [-5.812, 2.588, 4.770], [-5.668, -1.230, 3.583], [-7.388, -0.800, 3.658], [-2.262, -8.027, -0.018], [-1.769, -6.635, 0.372], [-1.325, -6.101, -0.974], [-1.455, -7.156, -1.967], [-1.520, -8.398, -1.312], [-3.341, -7.996, -0.171], [-1.939, -8.803, 0.675], [-0.918, -6.779, 1.039], [-2.425, -5.973, 0.937], [-0.259, -5.890, -0.900], [-1.837, -5.194, -1.296], [-0.522, -8.799, -1.136], [-2.116, -9.097, -1.898], [9.291, 0.792, -1.036], [10.681, 0.166, -1.338], [10.419, -1.316, -1.449], [9.025, -1.382, -1.785], [8.325, -0.395, -1.019], [9.003, 1.445, -1.860], [9.263, 1.309, -0.076], [11.361, 0.397, -0.518], [11.048, 0.579, -2.277], [10.621, -1.929, -0.570], [10.979, -1.872, -2.200], [8.046, -0.704, -0.012], [7.378, -0.199, -1.522], [1.599, -0.187, 8.393], [1.202, -1.603, 8.797], [0.212, -1.956, 7.660], [-0.150, -0.815, 6.957], [0.295, 0.313, 7.747], [2.462, -0.138, 7.729], [1.985, 0.418, 9.213], [0.711, -1.604, 9.770], [2.060, -2.265, 8.919], [-0.689, -2.372, 8.112], [0.623, -2.641, 6.919], [-0.502, 0.655, 8.407], [0.651, 1.037, 7.013]], "smiles": "CN(C)C=O.CN(C)C=O.CN(C)C=O.CN(C)C=O.CN(C)C=O.C1CCOC1.C1CCOC1.C1CCOC1.C1CCOC1", "spin_multiplicity": 1, "e_above_lowest_ev": 1.926}



Entry 4:
{"formula": "C31H68FO2P", "method": "ωB97M-V/def2-TZVPD", "symbols": ["C", "C", "F", "C", "C", "C", "O", "O", "P", "C", "C", "H", "H", "H", "H", "H", "H", "H", "H", "H", "H", "H", "H", "C", "C", "C", "C", "C", "C", "H", "H", "H", "H", "H", "H", "H", "H", "H", "H", "H", "H", "H", "H", "C", "C", "C", "C", "C", "C", "H", "H", "H", "H", "H", "H", "H", "H", "H", "H", "H", "H", "H", "H", "C", "C", "C", "C", "C", "C", "H", "H", "H", "H", "H", "H", "H", "H", "H", "H", "H", "H", "H", "H", "C", "C", "C", "C", "C", "C", "H", "H", "H", "H", "H", "H", "H", "H", "H", "H", "H", "H", "H", "H"], "xyz": [[6.421, -0.976, 2.318], [6.838, -1.757, 1.095], [7.476, -2.928, 1.523], [5.687, -2.031, 0.122], [4.395, -2.609, 0.681], [4.438, -4.155, 0.550], [4.998, -4.797, 1.481], [3.930, -4.686, -0.481], [2.910, -1.977, -0.086], [1.750, -1.602, 1.349], [3.263, -0.193, -0.493], [6.070, 0.013, 2.007], [5.594, -1.495, 2.803], [7.263, -0.855, 3.006], [7.608, -1.190, 0.547], [6.113, -2.676, -0.673], [5.524, -1.042, -0.320], [1.815, -0.544, 1.639], [2.015, -2.213, 2.213], [0.720, -1.819, 1.039], [3.873, -0.169, -1.399], [3.777, 0.373, 0.298], [2.310, 0.297, -0.718], [-3.868, 2.534, -1.743], [-2.720, 3.314, -1.112], [-1.350, 2.887, -1.637], [-0.982, 1.427, -1.365], [-0.997, 1.032, 0.110], [0.008, 1.809, 0.950], [-3.787, 1.468, -1.525], [-4.838, 2.873, -1.371], [-3.865, 2.652, -2.830], [-2.758, 3.204, -0.025], [-2.856, 4.382, -1.315], [-0.586, 3.541, -1.206], [-1.317, 3.060, -2.719], [0.016, 1.235, -1.768], [-1.657, 0.768, -1.919], [-0.760, -0.031, 0.184], [-2.004, 1.153, 0.525], [1.019, 1.653, 0.570], [-0.009, 1.467, 1.985], [-0.200, 2.884, 0.953], [1.867, 6.191, -1.372], [1.418, 5.655, -0.016], [0.061, 6.195, 0.428], [-0.001, 7.711, 0.629], [1.006, 8.264, 1.636], [0.826, 7.710, 3.045], [1.990, 7.276, -1.361], [2.822, 5.755, -1.666], [1.136, 5.943, -2.146], [2.182, 5.873, 0.736], [1.354, 4.566, -0.072], [-0.234, 5.692, 1.353], [-0.692, 5.913, -0.316], [-1.012, 7.977, 0.956], [0.145, 8.213, -0.331], [0.908, 9.354, 1.663], [2.024, 8.060, 1.292], [-0.176, 7.930, 3.423], [1.548, 8.147, 3.736], [0.962, 6.628, 3.072], [1.593, -5.481, 2.227], [2.622, -6.361, 2.921], [2.137, -7.774, 3.238], [0.924, -7.853, 4.171], [1.114, -7.163, 5.521], [2.242, -7.762, 6.355], [0.715, -5.308, 2.861], [2.057, -4.521, 2.005], [1.260, -5.904, 1.277], [2.947, -5.858, 3.839], [3.516, -6.404, 2.293], [2.965, -8.350, 3.667], [1.878, -8.278, 2.300], [0.669, -8.907, 4.346], [0.058, -7.409, 3.672], [0.178, -7.226, 6.086], [1.308, -6.100, 5.362], [2.060, -8.823, 6.550], [2.335, -7.255, 7.318], [3.200, -7.674, 5.844], [-8.037, 1.236, -5.898], [-6.826, 0.428, -6.353], [-6.741, -0.957, -5.714], [-6.609, -0.953, -4.189], [-5.411, -0.170, -3.654], [-4.064, -0.712, -4.119], [-8.015, 1.421, -4.823], [-8.073, 2.207, -6.396], [-8.966, 0.707, -6.127], [-5.913, 0.991, -6.143], [-6.864, 0.308, -7.439], [-5.896, -1.496, -6.151], [-7.635, -1.528, -5.986], [-6.537, -1.989, -3.846], [-7.524, -0.552, -3.744], [-5.442, -0.194, -2.561], [-5.496, 0.885, -3.933], [-3.934, -1.752, -3.815], [-3.241, -0.139, -3.691], [-3.961, -0.665, -5.205]], "charge": -2, "spin_multiplicity": 1, "total_energy_ha": -1813.57546}